Record 1
The following is a quantum chemistry calculation of an isolated molecule of C4H6N2O at a distorted geometry, from OMol25.

```
13
Properties=species:S:1:pos:R:3:forces:R:3:mulliken_charge:R:1
H -1.465557 1.447074 -1.516111 0.903 -0.163 1.251 0.266
H -1.656963 -0.855127 1.620846 -0.153 4.436 -2.350 0.328
C -0.585730 0.193181 0.093024 2.215 -3.656 5.428 0.710
O 1.397318 0.054222 -0.982927 1.300 -2.503 2.963 -0.365
C 0.576712 0.844130 -1.561023 -0.981 2.125 -2.028 -0.218
H 0.821810 1.337084 -2.490497 0.577 -0.341 -0.044 0.427
N -1.626560 0.230810 1.042051 -0.723 -4.657 1.395 -0.626
N 1.229137 -1.185506 1.367716 3.130 4.307 -1.078 -0.586
C -0.607769 1.008621 -0.937248 -1.068 2.432 -5.382 -0.594
C 0.687533 -0.477595 0.194341 -2.057 1.872 -0.023 -0.197
H -2.479495 0.343563 0.449489 0.499 -0.436 1.241 0.274
H 1.391255 -2.101865 1.121200 0.243 -2.709 -0.654 0.278
H 2.318311 -0.838593 1.599137 -3.884 -0.709 -0.720 0.303
```
Positions in Å, forces in eV/Å.

highest occupied orbital energy = -7.7 eV
spin multiplicity = 1
SMILES = Nc1ccoc1N
ΔE to the lowest compared entry with this formula, charge and spin = 3.6276 eV
total energy = -340.66160 hartree

Record 2
The following is a quantum chemistry calculation of a cluster of 11 separate species, C25H52N11O17 in total at a distorted geometry, from OMol25.

```
105
Properties=species:S:1:pos:R:3:forces:R:3:mulliken_charge:R:1
C -4.964291 -3.995505 1.219637 0.949 0.488 -0.299 -0.441
H -5.773026 -3.181691 3.155284 0.246 -0.495 -1.853 0.266
H -0.430923 2.958889 0.117957 -4.952 4.071 -1.810 1.097
O -5.294613 -0.387855 -2.617243 -0.921 4.894 5.274 -0.541
O 2.909083 -4.401707 -0.295807 0.433 -1.807 -0.465 -0.352
N -5.455342 -3.035260 2.167587 -0.953 0.327 0.027 -0.066
H -5.212820 -5.173639 1.444410 1.016 3.457 -0.716 0.271
C -4.546932 -1.746249 0.515874 -1.252 -3.657 2.158 -0.021
H -3.815864 3.452773 1.699566 -1.173 -0.343 0.249 0.161
H 6.039153 -4.393967 2.599491 5.684 1.798 -2.934 0.356
H 3.259157 -0.281973 1.831986 0.057 -0.253 -1.586 0.196
O -4.768738 2.494786 4.499938 0.404 -0.541 -3.140 -0.462
N 1.168677 0.337335 4.017167 -1.033 -1.798 -1.978 0.735
C 0.449867 0.541045 -6.595734 1.938 1.733 -3.572 -0.907
O -0.893527 0.285949 -4.710839 1.335 -0.394 -3.145 -0.137
H 0.177281 1.127580 -7.660095 0.189 -1.855 3.268 0.283
C -0.121183 1.009555 -0.112592 -0.978 -0.024 2.889 1.716
N 1.129224 4.105721 4.221091 -0.928 0.425 0.904 0.061
N -0.522922 -0.165791 -5.858125 -2.668 -0.914 3.898 0.664
O 0.249634 0.993401 3.541035 -0.244 -0.012 0.937 -0.407
C 0.604557 -3.389192 -3.343970 5.053 0.382 -1.703 -0.551
H 0.064430 -0.952116 5.254016 0.284 0.201 -0.068 0.358
H -5.727098 -0.768800 2.062645 -0.285 -0.348 1.067 0.406
C 1.914245 4.979964 3.450932 1.777 1.701 0.692 -0.040
O 4.604352 -5.016002 -1.429037 1.368 0.051 -1.473 -0.528
H -2.159630 1.229749 0.420583 1.274 -1.698 0.725 0.195
N -0.342442 4.050109 -3.748302 -3.282 -1.989 0.645 0.709
H 1.307684 -0.114317 -6.771918 -0.640 -0.601 -0.686 0.361
C 0.321852 2.447393 0.410393 5.069 -5.089 -0.932 -2.050
C -4.251032 -3.288001 0.141749 -4.886 3.738 7.061 -0.734
C 5.274772 -4.810862 2.993523 -7.469 -1.315 2.765 -0.622
C 0.338486 4.800868 5.265463 3.782 4.478 -2.931 -0.381
H 3.684889 0.236763 -2.130227 2.349 0.031 0.466 0.540
H 4.000737 -7.279499 -0.979109 1.392 -1.644 -1.519 0.311
O 0.728573 -1.149502 0.393358 0.728 1.919 -0.348 -0.379
H -0.387195 4.312451 5.924360 0.572 0.148 -0.511 0.396
C 1.914858 6.352911 3.966058 -4.997 -5.421 2.910 -0.545
O -1.250497 -2.346912 -2.478003 1.387 0.786 -0.072 -0.270
H 0.305310 -1.597797 3.713092 1.392 0.139 0.296 0.269
H 3.317459 -1.522194 0.402376 0.523 1.976 0.797 0.223
H 2.639833 4.544243 2.604832 -1.872 0.945 2.236 0.118
C 0.874507 -1.069550 4.515294 -2.101 1.029 1.204 -0.811
H -0.784738 -0.022712 -1.841311 -1.050 0.103 0.417 -0.038
H 1.952125 3.777405 0.219911 0.620 3.878 1.389 1.065
H -4.200828 -0.800125 0.133975 0.061 -0.272 -0.757 0.535
N 4.707653 -3.530483 3.652833 3.044 -0.566 2.475 0.816
N -4.406792 2.345683 3.290327 1.790 -3.372 5.457 0.764
C 2.769660 1.963890 0.191257 -0.164 -0.593 -0.580 -1.414
H 0.679232 7.136657 5.760410 -0.785 0.319 0.649 0.380
O -0.902720 -1.248629 -6.230066 -0.043 0.063 -0.634 -0.457
H 3.737883 2.292123 -0.267930 -0.921 -0.803 -0.566 0.371
N -4.926740 -0.931712 -3.542341 2.978 -5.307 -4.406 1.038
H 0.901968 -2.432507 -3.871126 -0.546 -1.051 0.553 0.123
O -5.579678 -1.831967 -4.036023 -0.005 -0.472 -1.709 -0.598
H -2.308980 3.117866 -4.064554 0.746 1.167 0.374 0.185
N 3.671188 -5.284532 -0.746780 -1.197 1.880 1.613 0.747
O 0.333221 3.081091 -4.109450 0.118 1.840 0.342 -0.441
H 1.263397 3.036530 4.153540 -0.697 2.690 0.030 0.186
C -1.310499 0.476768 0.716136 -1.732 3.751 -2.456 -2.629
N -0.293907 -3.090734 -2.290443 -4.012 -3.468 2.004 0.758
H 2.352059 -6.880182 -0.246378 3.475 0.192 0.577 0.256
H 5.355569 -5.613844 3.721347 0.499 0.369 0.010 0.288
O -0.324390 -3.936852 -1.365396 0.943 1.787 -0.886 -0.499
H -2.374668 4.926919 -4.058705 0.154 0.439 -0.344 0.331
H 1.728294 -1.445064 5.076108 0.133 -0.321 -0.934 0.322
O 5.180853 -3.237722 4.749669 -0.612 -0.813 -0.310 -0.541
H -1.351106 1.748031 -1.855710 -0.794 -0.800 1.790 0.690
H 0.362027 2.374838 1.441812 0.070 0.120 2.202 0.524
O -0.250741 4.685934 -2.711337 0.933 -0.279 -1.175 -0.485
H 1.835866 2.915216 -1.165224 -1.357 0.770 -2.625 0.374
H 0.250410 -4.108488 -4.112324 -0.482 0.541 0.908 0.327
H 2.178653 1.139067 -2.220782 0.885 -2.423 0.547 0.098
H -3.745708 -3.684003 -0.634622 1.421 -1.126 -2.425 0.599
C -3.455772 -0.828265 -4.068431 1.552 3.168 0.686 -0.991
C -5.359316 -1.717027 1.723543 3.782 -2.078 -4.265 -0.825
C 2.750748 0.236046 -1.682569 -5.593 1.319 0.087 -1.200
H 2.546273 7.194662 3.887430 0.434 0.529 -0.797 0.414
N 0.967941 -0.016277 0.103360 1.194 0.403 -1.015 1.525
C -0.604137 1.001678 -1.493981 -1.900 -1.357 -1.491 -2.577
H 3.025035 2.234724 1.160889 0.221 -1.107 2.678 0.558
H -2.965003 -1.651791 -4.561003 -0.345 -1.852 1.594 0.420
C -4.617677 3.490741 2.492793 0.896 -0.375 -4.307 -0.706
H 4.483663 -0.112150 0.570845 0.372 0.407 -0.576 0.634
O 2.314096 0.597800 3.810603 1.642 0.710 0.619 -0.516
H 2.279318 -0.758538 -1.808711 0.173 0.504 -1.048 0.220
H -5.629196 3.437253 2.025356 0.820 0.482 0.629 0.304
C 2.408860 0.476048 -0.180061 5.179 -0.465 2.134 1.081
H 4.450515 -5.016850 2.299502 0.666 -0.265 -0.248 0.144
H -3.383531 -0.384981 -5.077224 -1.122 1.475 0.608 0.341
O 4.100887 -2.760650 2.995524 -1.874 0.864 -1.743 -0.493
C 0.769926 6.290683 5.130760 2.683 -5.843 -3.285 -0.556
H -1.238742 0.502940 1.724740 0.894 0.959 3.355 0.675
H 4.059331 -6.601507 0.657323 0.628 -0.673 1.879 0.243
C 1.667901 2.895014 -0.145722 -0.939 -2.829 -0.542 -1.175
H -4.288370 4.342619 3.001983 -0.643 1.294 1.295 0.356
H -2.717343 -0.203645 -3.313073 -2.438 -1.937 -1.934 0.245
C 3.578269 -6.698205 -0.255105 -6.123 2.030 -0.660 -0.607
H -0.082452 1.287760 -2.292677 4.276 1.240 -2.605 1.249
H -1.644062 -0.497574 0.626176 -0.583 -2.042 -1.578 0.924
H -1.701747 3.838063 -5.355687 0.685 -0.069 -5.277 0.363
H 1.601891 -3.851505 -2.897454 -2.265 1.001 -0.731 0.095
C -1.818453 4.080028 -4.416623 0.690 -1.173 5.473 -0.670
O -3.737653 1.322448 2.949351 -2.063 2.867 -0.196 -0.404
H 0.916769 1.140132 -5.880665 0.139 2.059 0.802 0.294
C 3.462924 -0.401236 0.713293 -3.082 -2.006 0.203 -1.487
```
Positions in Å, forces in eV/Å.

highest occupied orbital energy = -9.5 eV
spin multiplicity = 1
ΔE to the lowest compared entry with this formula, charge and spin = 2.3016 eV
total energy = -2863.55979 hartree
total charge = +1

Record 3
The following is a quantum chemistry calculation of a structure of composition C6H16ClEuIN2O2P at a distorted geometry, from OMol25.

```
30
Properties=species:S:1:pos:R:3:forces:R:3:lowdin_spin:R:1
H -1.417452 1.708668 -3.764158 0.359 0.181 0.138 -0.001
C -2.192008 1.540703 -1.002193 0.072 -0.351 0.339 -0.001
H 0.218228 0.959490 -3.812208 -0.237 0.268 0.011 0.000
I -0.351760 -3.037623 0.483547 0.947 -1.298 -3.072 0.000
H -0.332842 -1.128197 2.651307 -0.216 -0.404 -0.199 0.000
H -1.504646 -1.554559 -3.122151 -0.234 0.116 0.102 0.000
H -2.800306 -0.320432 -3.241227 0.225 -0.008 0.253 -0.001
Eu 1.012933 1.721750 -0.239859 0.506 0.462 0.292 6.141
C -0.513366 1.483689 -3.179805 0.504 -0.461 -0.076 -0.004
H 2.342238 -1.811039 1.408344 0.263 0.009 0.143 0.000
H -2.703251 1.024735 -0.179753 0.026 0.256 -0.174 0.000
H -2.663354 -1.364533 -1.775569 0.158 0.180 -0.245 0.000
N 4.408712 0.445432 2.454338 -1.041 -0.218 -0.717 0.000
N 3.149080 -1.394734 1.861673 -0.149 1.028 -0.170 0.000
C 3.363810 -0.064823 1.766471 1.438 -1.079 1.231 0.000
H -2.919664 1.821384 -1.774730 0.132 0.188 0.300 -0.001
C -1.820257 -1.731878 1.234182 -0.775 0.247 -0.249 0.000
H -0.057993 2.427717 -2.818721 -0.260 -0.142 -0.248 0.000
O 2.632743 0.685805 1.056360 -1.448 0.827 -1.048 -0.014
C -2.106478 -0.829976 -2.557997 0.274 -0.749 0.031 -0.005
Cl 0.696378 4.214030 -0.478634 0.230 -1.449 0.160 -0.088
H -1.075467 -2.750282 2.975766 0.051 0.471 -0.301 0.000
H -1.695250 2.452185 -0.619236 -0.316 -0.059 -0.144 0.000
H -1.974516 -1.275381 3.269194 0.144 0.094 0.066 0.000
H 3.741673 -1.951882 2.462277 -0.236 -0.087 -0.199 0.000
P -1.000609 0.378123 -1.788473 -0.505 0.953 -0.128 -0.024
H 4.989724 -0.142566 3.035762 -0.003 0.258 -0.092 0.000
C -1.246622 -1.738781 2.585048 -1.903 1.800 3.220 0.000
O -2.775613 -1.200991 0.733328 1.869 -0.895 0.650 0.000
H 4.595936 1.433968 2.377118 0.124 -0.141 0.126 0.000
```
Positions in Å, forces in eV/Å.

highest occupied orbital energy (spin up / spin down) = -15.4 / -15.4 eV
spin multiplicity = 7
ΔE to the lowest compared entry with this formula, charge and spin = 0.5265 eV
total energy = -2307.24058 hartree
⟨S²⟩ = 12.06
total charge = +2

Record 4
The following is a quantum chemistry calculation of a structure of composition C39H44ClN2O2P2Ti at a distorted geometry, from OMol25.

```
91
Properties=species:S:1:pos:R:3:forces:R:3:lowdin_spin:R:1
C -0.056033 6.790302 -1.725014 -0.029 -0.041 0.034 -0.003
C -0.502558 -1.378398 -2.931759 -0.122 0.034 -0.047 0.005
H 1.381939 3.228871 -1.271542 -0.051 -0.038 0.034 0.000
C 0.563420 -2.158642 -2.487199 0.102 -0.101 -0.075 0.090
P -1.175090 0.010367 -1.959058 0.286 0.234 0.197 0.017
C 3.977504 -4.437059 2.894775 -0.003 0.004 -0.010 -0.006
C 3.145328 -1.680792 -1.638238 0.183 -0.105 -0.094 0.007
H -2.647784 0.475013 3.126209 -0.003 0.003 -0.029 0.000
C 1.099620 6.421672 -2.396559 0.020 0.025 -0.034 0.028
N -0.636287 2.341841 0.074848 -0.335 0.299 0.492 -0.025
C -1.036942 -2.229423 0.356118 -0.107 0.103 -0.022 0.097
H -2.264580 5.844016 3.970843 -0.012 -0.007 -0.002 0.000
H -1.416341 -3.273273 -1.498345 -0.043 -0.023 0.057 0.002
H -3.557192 3.192595 0.014349 0.002 -0.015 0.007 0.000
C 1.609072 5.138722 -2.227306 0.048 -0.015 -0.003 -0.002
H 2.048715 -3.538414 2.776059 0.009 0.009 -0.001 0.002
H -2.564715 -3.186781 3.281108 -0.001 0.002 -0.009 0.001
H -0.467325 7.785462 -1.846566 0.010 0.003 -0.012 -0.001
C 1.579388 -3.772658 -0.375407 -0.057 -0.114 -0.064 -0.003
H 3.651975 -5.240447 3.542473 0.014 -0.004 0.000 -0.002
H -1.360747 -1.321240 3.639345 0.011 -0.006 -0.002 0.000
H 0.222918 -1.569297 2.934636 0.097 -0.060 -0.004 0.000
H -0.101569 1.966135 2.767323 0.026 0.019 0.002 0.000
H 2.940548 -0.484148 0.839931 -0.008 0.026 -0.050 0.003
O 2.022151 1.354932 0.006620 0.140 -0.033 -0.046 0.034
H -1.740092 1.186126 -4.070056 0.008 -0.006 0.017 0.000
C -0.693407 5.880007 -0.892091 0.026 0.036 -0.009 0.024
H -1.596016 6.176982 -0.372676 -0.019 -0.010 0.011 0.001
C -3.281277 3.779876 0.882918 0.040 -0.030 0.007 0.009
N -0.799514 0.077277 2.185308 0.216 0.329 -0.007 0.002
H -3.572550 -4.896406 1.799091 0.008 0.011 -0.005 0.000
H -3.122458 -1.197356 -1.169570 0.023 0.006 0.015 0.000
H 0.976939 0.610645 3.179704 0.005 0.023 -0.009 0.001
H -0.551210 5.118318 2.349524 -0.003 -0.001 -0.009 0.001
C 5.737386 -3.336552 1.669682 -0.011 -0.024 0.010 -0.006
H -1.545584 2.266853 -2.663478 -0.007 0.003 -0.003 0.000
C -1.591854 4.856052 2.193615 0.051 -0.005 -0.055 0.009
H 1.867106 -3.772759 -3.039684 -0.021 -0.011 -0.011 0.002
H -2.963009 -4.910524 -0.611866 0.010 0.008 0.004 0.000
C 1.021709 -3.165788 -3.344577 -0.014 -0.023 -0.031 0.014
H 1.658786 -1.334662 1.769478 -0.195 -0.008 0.061 0.005
C -2.962628 -0.330191 -1.807163 -0.065 0.007 -0.123 0.001
C 5.302344 -4.365195 2.490362 0.030 -0.024 0.010 0.064
C -1.938836 4.097387 1.077320 -0.166 -0.001 -0.037 0.014
C -2.872801 -4.170422 1.400478 -0.040 -0.034 0.066 0.000
O 1.551408 0.958001 -1.321388 0.229 -0.057 -0.096 0.041
H -1.099249 -2.825643 -5.959448 0.004 -0.001 0.002 0.000
C -0.889246 3.583180 0.133072 0.035 0.306 -0.301 0.130
C -2.556478 5.265429 3.102351 -0.001 0.009 0.022 0.000
C -0.063250 0.935907 3.121650 -0.037 -0.013 -0.041 0.002
H 3.125674 -1.848174 -2.712610 0.036 0.015 -0.020 -0.001
Ti 0.238788 0.716042 0.007346 -0.472 -1.074 0.096 0.715
H 1.042105 -4.396916 -1.084892 -0.016 -0.011 -0.006 -0.001
C -2.531899 -4.171769 0.057719 0.020 -0.003 -0.061 0.003
H 2.618942 -4.099420 -0.308936 -0.065 -0.017 -0.008 0.001
C -0.629521 -2.645376 -5.000304 -0.022 0.029 0.012 -0.003
C 3.478387 -2.418346 1.618360 0.047 -0.074 0.051 0.028
H -3.423263 -0.502122 -2.782626 -0.002 -0.013 0.012 0.000
H 1.103522 -3.899113 0.594391 0.019 0.011 0.017 0.000
H 5.181960 -1.569828 0.611573 -0.017 0.012 0.018 0.003
H -2.217966 1.551503 1.763679 -0.058 0.146 -0.031 0.000
C 0.976739 4.225364 -1.400242 0.080 -0.005 -0.083 0.023
H -5.287182 3.927938 1.618724 -0.004 0.010 0.013 0.000
H -0.119567 1.585568 -3.435188 0.019 -0.019 0.033 0.000
C -1.083145 -1.631740 -4.178355 -0.048 -0.023 -0.028 0.002
C -3.890030 4.933406 2.903359 -0.006 0.004 0.009 0.006
H -2.753706 -0.110466 1.449536 0.009 0.038 -0.018 0.000
C 2.528486 -1.439340 1.141175 0.089 0.047 0.000 0.245
H 0.829789 -4.213744 -5.200873 -0.007 0.004 -0.003 0.001
H 1.601135 7.128442 -3.047178 0.003 -0.007 0.006 0.002
C -2.191868 0.534745 2.125459 -0.074 -0.146 0.036 0.001
C 4.835239 -2.378027 1.244195 -0.029 -0.016 0.006 0.053
H -1.914023 -1.018424 -4.510177 0.011 -0.018 -0.005 0.000
C 0.442336 -3.417900 -4.575398 0.039 -0.024 0.027 0.005
C -0.189067 4.588830 -0.722372 -0.090 -0.032 0.181 0.004
H 6.776893 -3.286015 1.372945 -0.001 -0.006 0.007 -0.002
C -1.156083 1.380130 -3.167574 -0.065 0.043 -0.097 0.001
Cl 6.438372 -5.580253 3.033502 0.000 0.005 -0.004 0.016
H 3.917064 -2.314135 -1.197225 -0.011 0.032 -0.010 0.004
C -1.400664 -2.280825 1.713592 0.038 0.004 -0.061 0.013
C -2.303207 -3.212213 2.225735 0.011 -0.058 -0.015 0.003
H 3.380438 -0.632537 -1.454169 0.001 -0.001 -0.031 0.000
H -0.505774 0.890579 4.127705 0.012 0.001 0.003 0.000
H -3.433791 0.542452 -1.349386 0.035 0.006 0.015 0.000
H 2.516322 4.843118 -2.740990 -0.007 0.016 -0.011 -0.001
C 3.084981 -3.475974 2.461496 0.018 0.031 0.015 0.052
H -4.642889 5.251225 3.614185 0.002 -0.002 -0.007 0.000
C -0.802976 -1.299737 2.688689 0.053 0.018 0.060 0.001
C -1.641531 -3.219868 -0.434205 -0.013 -0.008 0.032 0.011
P 1.519039 -1.993766 -0.827743 0.204 0.404 0.041 0.250
C -4.249687 4.190788 1.786880 -0.024 0.001 0.003 0.000
```
Positions in Å, forces in eV/Å.

highest occupied orbital energy (spin up / spin down) = -3.1 / -4.1 eV
spin multiplicity = 3
ΔE to the lowest compared entry with this formula, charge and spin = 1.1855 eV
total energy = -3764.81750 hartree
⟨S²⟩ = 2.04
total charge = -1